# C31H38As2BF4IN2O10PS2V

A molecular structure, C31H38As2BF4IN2O10PS2V (the ωB97M-V functional and the def2-TZVPD basis, OMol25).

Last column: Mulliken charge in e.
Element x y z (Å)
V: -0.860 1.481 0.556  1.193
N: -0.858 -0.735 3.902  -0.179
C: -1.256 -0.121 2.824  0.719
O: -0.410 0.231 1.937  -0.292
C: -2.665 0.281 2.556  -1.145
C: -2.675 0.754 1.118  -0.365
H: 0.120 -0.968 4.014  0.316
H: -1.517 -1.066 4.590  0.229
H: -2.921 1.090 3.246  0.451
H: -3.353 -0.550 2.724  0.391
H: -3.433 1.498 0.890  0.667
H: -2.711 -0.093 0.422  0.225
C: -4.343 -4.066 0.905  -0.764
O: -3.146 -4.016 0.105  -0.303
C: -2.286 -3.057 0.374  -0.305
O: -2.448 -2.239 1.269  -0.573
C: -1.124 -2.912 -0.554  0.908
C: -1.077 -3.405 -1.813  0.236
As: -1.168 -5.367 -1.719  0.370
C: -0.912 -5.979 -3.551  -1.240
C: 0.758 -5.212 -1.118  1.051
C: 1.373 -4.204 -0.498  -0.446
As: 0.621 -2.460 0.184  0.166
C: 0.236 -3.249 1.956  -1.379
C: 2.769 -4.312 0.065  -0.110
O: 2.911 -4.246 1.264  -0.568
O: 3.827 -4.431 -0.720  -0.375
C: 3.823 -4.163 -2.138  -0.227
C: 1.515 -6.479 -1.440  0.233
O: 1.897 -6.706 -2.553  -0.544
O: 1.687 -7.375 -0.464  -0.389
C: 1.124 -7.168 0.841  -0.440
C: -0.162 -2.760 -2.811  0.182
O: 0.475 -3.328 -3.654  -0.569
O: -0.251 -1.410 -2.731  -0.207
C: 0.592 -0.668 -3.630  -0.569
H: -4.951 -4.849 0.465  0.277
H: -4.859 -3.109 0.869  0.290
H: -4.092 -4.312 1.934  0.298
H: -1.865 -5.840 -4.062  0.462
H: -0.699 -7.047 -3.501  0.431
H: -0.110 -5.463 -4.062  0.332
H: -0.160 -4.256 1.824  0.373
H: -0.486 -2.654 2.504  0.306
H: 1.191 -3.318 2.473  0.510
H: 4.160 -5.059 -2.648  0.295
H: 4.528 -3.350 -2.297  0.308
H: 2.837 -3.895 -2.503  -0.034
H: 1.251 -8.114 1.358  0.364
H: 0.060 -6.934 0.777  0.222
H: 1.656 -6.384 1.376  0.179
H: 1.131 0.066 -3.033  -0.032
H: -0.040 -0.171 -4.366  0.178
H: 1.287 -1.328 -4.139  0.545
S: -1.716 5.439 -0.458  -0.402
P: -0.256 5.173 0.757  1.258
S: -0.317 3.111 1.796  -0.539
C: -0.288 6.108 2.279  0.575
C: -1.364 5.975 3.157  -0.383
C: -1.431 6.779 4.279  -0.764
C: -0.437 7.722 4.519  -0.456
C: 0.623 7.866 3.636  -0.773
C: 0.706 7.058 2.512  -0.452
C: 1.394 5.136 0.076  0.530
C: 1.574 5.439 -1.270  -0.670
C: 2.855 5.438 -1.802  -0.745
C: 3.940 5.126 -0.997  -0.485
C: 3.757 4.815 0.347  -0.952
C: 2.485 4.819 0.890  -0.350
H: -2.153 5.260 2.954  0.367
H: -2.262 6.679 4.964  0.412
H: -0.496 8.352 5.396  0.411
H: 1.386 8.610 3.818  0.422
H: 1.530 7.179 1.822  0.415
H: 0.721 5.691 -1.886  0.517
H: 3.005 5.691 -2.843  0.480
H: 4.938 5.130 -1.415  0.447
H: 4.608 4.580 0.972  0.468
H: 2.345 4.587 1.939  0.493
F: 3.194 0.221 -1.196  -0.115
B: 2.650 1.129 -0.422  -0.030
F: 0.089 0.588 -0.592  0.148
F: 2.545 0.941 0.879  -0.122
F: 2.186 2.251 -0.949  0.150
N: -3.402 3.052 -2.123  -0.175
C: -2.341 2.321 -1.918  0.004
O: -1.769 2.373 -0.774  -0.231
C: -1.762 1.490 -3.002  -0.007
I: -0.179 2.667 -3.835  0.178
H: -3.693 3.709 -1.409  0.268
H: -3.856 3.072 -3.024  0.256
H: -2.476 1.273 -3.791  0.740
H: -1.319 0.579 -2.606  -0.545

Cartesian forces (eV/Å) of the 6 atoms listed first:
V 0.0 0.2 0.3
N 0.0 0.0 0.0
C -0.1 0.0 0.0
O 0.1 0.0 0.0
C 0.0 0.1 0.1
C 0.0 0.1 0.0

Computed properties:
Total charge ... +2
Orbital gap ... 4.698 eV
Energy relative to the best compared isomer or geometry (same formula, charge and spin) ... 0.959 eV
HOMO energy ... -12.765 eV

=====

# H46O23

23 unconnected molecules or ions with the total composition H46O23 in a non-equilibrium geometry (the ωB97M-V functional and the def2-TZVPD basis, OMol25).

Last column: Mulliken charge in e.
Element x y z (Å)
O: 3.446 -4.356 0.839  -0.608
H: 3.122 -5.208 1.130  0.318
H: 4.109 -4.117 1.486  0.287
O: -1.795 1.583 0.442  -0.477
H: -1.116 1.006 0.093  0.487
H: -2.208 1.964 -0.333  0.156
O: 5.532 1.116 0.315  -0.623
H: 6.086 1.897 0.300  0.300
H: 4.760 1.379 0.815  0.305
O: 1.001 2.080 -2.563  -0.780
H: 1.947 2.026 -2.429  0.283
H: 0.676 2.558 -1.800  0.445
O: -1.273 -0.415 -6.199  -0.652
H: -1.484 0.169 -5.470  0.421
H: -1.213 -1.284 -5.802  0.392
O: 1.870 3.260 2.446  -0.593
H: 2.032 2.337 2.251  0.391
H: 2.348 3.421 3.260  0.245
O: 0.494 3.755 -0.538  -0.566
H: 0.008 4.467 -0.122  0.248
H: 1.408 4.040 -0.511  0.256
O: 0.792 4.339 -4.278  -0.616
H: 0.969 3.710 -3.578  0.374
H: 1.653 4.684 -4.514  0.286
O: -3.132 2.276 -2.210  -0.629
H: -3.405 3.192 -2.258  0.242
H: -3.618 1.919 -1.468  0.327
O: 0.313 -0.597 4.714  -0.679
H: -0.277 -0.466 5.456  0.292
H: -0.123 -0.161 3.981  0.333
O: 1.685 -1.718 0.985  -0.565
H: 0.812 -2.053 1.190  0.289
H: 2.214 -2.502 0.837  0.229
O: -1.304 0.918 -3.777  -0.718
H: -1.997 1.217 -3.189  0.365
H: -0.570 1.507 -3.603  0.357
O: 0.029 -0.089 -0.284  -0.564
H: 0.799 -0.481 0.129  0.325
H: 0.085 -0.361 -1.201  0.155
O: -1.221 -1.682 1.439  -0.756
H: -1.020 -0.934 0.876  0.373
H: -2.137 -1.885 1.250  0.396
O: -1.294 -3.071 -5.589  -0.718
H: -1.061 -3.553 -4.796  0.381
H: -0.601 -3.286 -6.213  0.319
O: -2.615 -1.491 4.045  -0.595
H: -1.903 -1.590 3.413  0.299
H: -2.716 -2.362 4.430  0.287
O: -0.590 1.499 3.333  -0.504
H: -0.472 1.786 2.428  0.263
H: -1.066 2.216 3.752  0.209
O: 1.353 -5.436 -1.899  -0.640
H: 1.521 -5.182 -0.992  0.309
H: 0.535 -5.932 -1.862  0.329
O: -3.961 0.759 2.255  -0.684
H: -4.221 0.538 3.150  0.292
H: -3.066 0.430 2.177  0.368
O: 3.077 -0.301 4.812  -0.675
H: 2.120 -0.289 4.816  0.411
H: 3.323 -0.063 5.706  0.299
O: -4.772 2.012 0.101  -0.666
H: -4.859 2.904 0.436  0.298
H: -4.513 1.493 0.862  0.427
O: -0.992 -4.707 -3.518  -0.639
H: -0.324 -4.998 -2.897  0.286
H: -1.818 -4.802 -3.045  0.293
O: 3.013 0.666 2.278  -0.623
H: 2.963 0.166 3.093  0.303
H: 2.646 0.082 1.615  0.325

Cartesian forces (eV/Å) of the 6 atoms listed first:
O -0.4 0.2 -0.3
H 0.0 -0.3 0.1
H 0.3 0.1 0.2
O -0.5 0.2 0.8
H 0.6 0.0 -0.3
H -0.1 0.3 -0.2

Computed properties:
Orbital gap ... 8.486 eV
Energy relative to the best compared isomer or geometry (same formula, charge and spin) ... 2.376 eV
HOMO energy ... -8.903 eV